The following is a quantum chemistry calculation of a molecular structure, C29H53Br2N3O2SSi3Zn, from the Open Molecules 2025 dataset.

Output
HOMO-LUMO gap   7.432 eV
E   -9645.8428 Ha
Largest force on an atom   0.49 eV/A
E_HOMO   -0.2723 hartree

Geometry as XYZ:
```
94
Properties=species:S:1:pos:R:3:mulliken_charge:R:1
Zn 0.95830 0.25338 0.74341 1.0006
C 1.13678 -0.54552 4.47873 -1.2349
O 1.29122 -0.74415 3.08529 0.0501
Si 0.94536 -2.18530 2.30462 0.1579
C -0.86807 -2.60747 2.59262 -0.9725
C 1.95194 -3.55299 3.13502 -1.3524
C 1.45542 -1.70720 0.55893 0.5274
Si 0.45211 -2.62928 -0.72663 -0.2899
C 1.12601 -2.32797 -2.47677 -1.2252
C -1.37377 -2.10798 -0.70226 -0.8036
C 0.49463 -4.50139 -0.43665 -1.0347
Si 3.31736 -1.77695 0.30123 0.9565
C 3.96856 -3.53048 0.00368 -1.2408
C 4.27195 -1.08787 1.79357 -1.3035
C 3.81904 -0.75604 -1.22449 -1.1801
H 1.50839 -1.40275 5.05016 0.3797
H 0.08587 -0.38128 4.73878 0.2473
H 1.70442 0.33905 4.77452 0.2793
H -1.06447 -2.72928 3.66119 0.4152
H -1.15753 -3.53764 2.09839 0.3466
H -1.51499 -1.80809 2.22592 0.0919
H 1.47355 -3.88365 4.05986 0.4155
H 2.96255 -3.22028 3.37866 0.3367
H 2.03217 -4.42281 2.47920 0.3469
H 1.35281 -1.27334 -2.65466 0.2380
H 0.40799 -2.65712 -3.23266 0.4428
H 2.04890 -2.89084 -2.63689 0.4916
H -1.49220 -1.10198 -0.28702 -0.0877
H -1.95919 -2.78642 -0.07897 0.5126
H -1.81512 -2.12240 -1.70155 0.6538
H 1.50733 -4.90113 -0.51494 0.3035
H -0.12631 -5.02351 -1.16933 0.4288
H 0.11566 -4.75309 0.55731 0.2800
H 3.66290 -4.21174 0.79995 0.2862
H 5.06135 -3.52570 -0.02970 0.4012
H 3.61031 -3.93778 -0.94459 0.3046
H 4.59678 -1.89730 2.45071 0.4040
H 3.64697 -0.41697 2.38688 0.1842
H 5.16758 -0.54207 1.48804 0.5193
H 3.84845 -1.38129 -2.11927 0.3855
H 4.81369 -0.32107 -1.09941 0.4772
H 3.11963 0.06258 -1.41671 0.1484
C 3.75105 2.31836 0.77301 -0.9704
C 2.70383 2.65191 1.78889 0.4292
C 2.88335 3.69727 2.71595 -1.0690
C 1.88650 4.01456 3.59368 -1.2521
C 0.65574 3.32366 3.54449 1.3397
C -0.45524 3.59502 4.37022 -0.1224
Br -0.35802 4.95696 5.69835 -0.2520
C -1.61896 2.88767 4.23902 -0.3644
C -1.72296 1.89618 3.26404 0.1835
Br -3.33382 0.91177 3.10306 -0.1762
C -0.68879 1.56441 2.38534 -0.5543
O -0.81642 0.67277 1.45966 -0.8813
C 0.54370 2.29345 2.57988 -0.2936
N 1.58413 1.96434 1.76944 0.8181
H 4.64100 2.92734 0.91520 0.4897
H 3.34543 2.51571 -0.22290 0.2056
H 4.01857 1.26234 0.81701 -0.2131
H 3.82024 4.23707 2.72512 0.5165
H 2.02240 4.80119 4.32287 0.3692
H -2.45936 3.09420 4.88662 0.4904
C -5.53739 1.10105 -0.04104 -1.0601
C -5.03702 2.53898 -0.17358 0.0388
C -4.63003 2.91256 -1.60095 -1.3244
C -3.50012 2.06017 -2.16101 -0.1391
N -2.26605 2.31789 -1.42978 0.1507
C -1.02599 1.91174 -1.71208 -0.0775
S 0.27986 2.66662 -0.93517 -0.5398
N -0.76528 0.92999 -2.59441 0.4388
C -1.60549 -0.14889 -3.10770 -0.1555
C -1.98721 0.02219 -4.57782 -0.7707
C -0.77444 0.10907 -5.50053 -0.1145
C -1.17431 0.34858 -6.95404 -1.4330
H -6.04544 0.96506 0.91365 0.3380
H -4.71159 0.38799 -0.06941 0.1304
H -6.24182 0.85718 -0.83994 0.3441
H -4.19279 2.68049 0.50447 0.0176
H -5.82265 3.22744 0.14389 0.3652
H -4.33605 3.96615 -1.63306 0.4645
H -5.48950 2.79201 -2.26446 0.3926
H -3.35555 2.29639 -3.21926 0.0718
H -3.78059 1.01108 -2.07509 0.2935
H -2.28560 3.07520 -0.76584 0.4047
H 0.22617 0.80866 -2.71854 0.4055
H -2.49394 -0.24205 -2.48915 0.1711
H -1.03734 -1.07379 -2.99060 -0.5791
H -2.59564 0.92227 -4.70077 0.1991
H -2.60574 -0.83302 -4.86586 0.4479
H -0.19922 -0.81916 -5.42827 0.1450
H -0.12716 0.92539 -5.17055 0.3256
H -1.82476 -0.44975 -7.31554 0.3290
H -0.29413 0.38729 -7.59598 0.4093
H -1.70986 1.29412 -7.05471 0.3295
```

The following is a quantum chemistry calculation of a molecular structure, C18H40CrN5P3Se at a distorted geometry, from the Open Molecules 2025 dataset.

Output
Multiplicity   4
HOMO-LUMO gap (alpha / beta)   3.776 / 5.147 eV
E   -5452.4510 Ha
Charge   +3
Largest force on an atom   4.28 eV/A
E_HOMO (alpha / beta)   -0.5678 / -0.5678 hartree

Geometry as XYZ:
```
68
Properties=species:S:1:pos:R:3:lowdin_spin:R:1
Cr -0.53732 -0.39291 0.14408 3.2638
P -1.69771 -2.28441 0.92314 -0.0546
P 1.24793 -0.89092 2.15001 -0.1046
P 0.97706 -1.20535 -1.35643 -0.0532
H -2.68708 1.51107 -2.74606 0.0010
C -2.71362 0.41868 -2.79134 0.0153
C -2.22158 -0.32989 -1.79315 0.0045
H -1.67720 0.30460 -0.99812 0.0029
C -2.89218 -1.80616 2.20490 -0.0103
C -0.81375 -3.63149 1.80109 -0.0014
C -2.77130 -3.28671 -0.14988 -0.0085
C 2.28014 0.60532 2.18631 -0.0119
C 0.38529 -0.57971 3.73533 -0.0106
C 2.37874 -2.26552 2.61804 -0.0213
C 0.47007 -1.07444 -3.08358 -0.0102
C 1.31606 -2.96300 -1.05332 0.0097
C 2.56464 -0.36503 -1.27037 -0.0151
H -3.15110 0.01722 -3.70298 0.0001
H -2.47691 -1.39704 -1.67306 0.0054
H -3.70121 -1.22584 1.74636 0.0001
H -2.38163 -1.18510 2.94333 -0.0001
H -3.31340 -2.68800 2.70432 -0.0034
H -0.29692 -3.24651 2.68765 -0.0003
H -0.08485 -4.11319 1.13855 -0.0001
H -1.54520 -4.38616 2.12949 -0.0016
H -3.56372 -2.65516 -0.56296 0.0001
H -3.22181 -4.11206 0.42236 -0.0032
H -2.17504 -3.70263 -0.96812 -0.0002
H 2.95425 0.66389 3.05278 -0.0035
H 1.57236 1.44663 2.20362 0.0003
H 2.88828 0.64510 1.27252 -0.0003
H 1.08868 -0.55294 4.58413 -0.0033
H -0.37383 -1.35278 3.90728 -0.0003
H -0.08827 0.41188 3.64586 0.0001
H 2.89659 -2.08106 3.57240 -0.0048
H 3.11379 -2.37354 1.81414 0.0001
H 1.80235 -3.18863 2.71811 -0.0001
H 1.19813 -1.56267 -3.74239 -0.0036
H 0.34233 -0.02606 -3.38449 -0.0001
H -0.50758 -1.55433 -3.17950 -0.0003
H 2.01919 -3.35820 -1.79649 0.0008
H 0.37804 -3.52866 -1.10543 0.0000
H 1.74781 -3.10324 -0.05392 -0.0003
H 3.23236 -0.68953 -2.07988 -0.0047
H 3.06308 -0.55781 -0.30870 -0.0001
H 2.36928 0.71591 -1.35132 -0.0008
C 1.87256 3.50528 -2.09168 0.0001
C 0.46149 3.31019 -2.10213 0.0003
C -0.08893 2.66123 -3.20231 0.0004
C 0.66651 2.57679 -4.38235 0.0000
C 1.94601 3.16722 -4.45222 -0.0001
C 2.53133 3.70965 -3.31576 -0.0001
Se 2.87834 3.39004 -0.49021 0.0008
H 1.87115 4.28409 0.14227 0.0000
H -0.17520 3.53459 -1.23336 0.0000
H -1.08379 2.21335 -3.13426 0.0002
H 0.25431 2.12749 -5.27346 0.0000
H 2.52257 3.23741 -5.37630 0.0000
H 3.46045 4.26255 -3.37219 0.0000
N -1.36474 3.35092 3.92002 -0.0002
N -1.26282 3.07111 2.57674 0.0010
N -2.43019 3.13872 1.88518 0.0005
C -2.25170 2.23194 0.93637 0.0039
N -1.14133 1.49863 1.11205 0.0166
N -0.50940 2.02039 2.19075 0.0051
H -0.46978 3.61282 4.29941 0.0000
H -2.10533 4.02823 4.06186 0.0000
H -2.97479 2.04368 0.14724 0.0001
```

The following is a quantum chemistry calculation of 2 unconnected molecules or ions with the total composition C3H6IN2S at a distorted geometry, from the Open Molecules 2025 dataset.

Output
Multiplicity   3
HOMO-LUMO gap (alpha / beta)   7.811 / 6.847 eV
E   -922.9042 Ha
Charge   +1
Largest force on an atom   1.24 eV/A
E_HOMO (alpha / beta)   -0.4509 / -0.4964 hartree

Geometry as XYZ:
```
13
Properties=species:S:1:pos:R:3:lowdin_spin:R:1
C 0.09644 -2.80687 0.32370 0.2251
C 0.65336 -1.65246 -0.05108 0.0934
C -0.33474 1.47564 -0.51518 0.4298
N 0.60109 2.36958 -0.48285 0.0490
N -1.57838 1.60267 -0.17590 0.0478
S 0.18598 -0.85571 -1.50906 1.0212
I -3.01415 0.15141 -0.30966 0.0692
H 0.47189 -3.35226 1.17614 0.0113
H -0.70867 -3.25617 -0.23315 0.0108
H 1.48370 -1.21462 0.48773 0.0048
H 0.42658 3.33201 -0.18815 0.0149
H 1.52624 2.15139 -0.82411 0.0074
H -1.94272 2.49497 0.16560 0.0152
```

The following is a quantum chemistry calculation of a single C19H17N3O2S4 molecule at a distorted geometry, from the Open Molecules 2025 dataset.

Output
HOMO-LUMO gap   7.703 eV
E   -2641.7233 Ha
SMILES   CSc1sc(-c2ccnc(SCCS(C)(=O)=O)n2)c(-c2ccccc2)c1C#N
Largest force on an atom   1.17 eV/A
E_HOMO   -0.2954 hartree

Geometry as XYZ:
```
45
Properties=species:S:1:pos:R:3:nbo_charge:R:1
C -3.47298 -1.13932 -2.74936 -0.7550
S -4.01594 -0.82635 -1.04829 0.3446
C -2.50319 -0.76151 -0.20844 -0.2928
S -0.97365 -0.65953 -0.99767 0.5151
C -0.14614 -0.66026 0.54116 -0.2790
C 1.29281 -0.64893 0.51034 0.2255
C 2.11337 -1.19220 1.50830 -0.3010
C 3.47609 -1.15483 1.27397 0.0930
N 4.00665 -0.60822 0.18999 -0.4708
C 3.14842 -0.10141 -0.68019 0.2680
S 3.84174 0.67501 -2.08885 0.2859
C 2.36949 1.56513 -2.71686 -0.5512
C 1.39839 0.67187 -3.44266 -0.6635
S -0.20040 1.53783 -3.57743 2.1649
C 0.05498 2.78773 -4.86697 -0.8641
O -0.48400 2.21019 -2.34110 -0.9452
O -1.18850 0.60359 -4.05512 -0.9699
N 1.83303 -0.11885 -0.59151 -0.5261
C -1.01917 -0.70267 1.60350 0.0932
C -0.64769 -0.63096 3.01981 -0.0093
C -1.16611 -1.54748 3.93006 -0.2147
C -0.82669 -1.46481 5.26807 -0.2023
C 0.02334 -0.46574 5.71139 -0.2062
C 0.53427 0.45565 4.81149 -0.1989
C 0.20234 0.37572 3.47259 -0.2235
C -2.37265 -0.76283 1.17304 -0.3034
C -3.46860 -0.79990 2.04923 0.2780
N -4.35774 -0.83435 2.77380 -0.3018
H -2.98494 -2.10876 -2.79450 0.2227
H -2.79985 -0.35570 -3.08929 0.2631
H -4.37451 -1.14736 -3.35346 0.2386
H 1.70076 -1.63987 2.39529 0.2398
H 4.18355 -1.57599 1.97583 0.2027
H 1.86762 2.00814 -1.85661 0.2684
H 2.77014 2.34592 -3.36190 0.2286
H 1.18943 -0.22300 -2.86091 0.2771
H 1.71197 0.40193 -4.44629 0.2384
H 0.81542 3.47765 -4.52749 0.2379
H 0.34721 2.28084 -5.77680 0.2389
H -0.88566 3.30513 -5.00972 0.2600
H -1.82608 -2.32949 3.58528 0.2242
H -1.23082 -2.18206 5.96646 0.2186
H 0.28437 -0.40154 6.75710 0.2160
H 1.19052 1.24174 5.15452 0.2155
H 0.58939 1.09988 2.77017 0.2198
```